The following is a DFT calculation (wB97M-V/def2-TZVPD) of a structure of composition C85H180HfN9O13 in a non-equilibrium geometry.

The electronic energy is -132384.275 eV. The total charge is +1. The value obtained for the molar mass is 1714.9 Da. For the frontier orbital gap, the calculation gives 8.071 eV.

CARTESIAN COORDINATES (ANGSTROEM)
Hf1 -2.5941 2.9327 -2.0769
C1 -1.1936 5.7646 -5.7649
C2 -2.2918 4.7560 -6.0036
C3 -2.4939 4.5120 -7.5270
C4 -1.2805 3.8114 -8.0251
C5 -1.0736 2.4818 -7.3250
C6 -0.9893 2.5589 -5.8294
N1 -2.0089 3.5102 -5.2481
O1 -1.7241 3.7785 -3.8622
C7 0.4197 3.0538 -5.4290
C8 -1.4740 1.2005 -5.2234
C9 -3.6695 5.1986 -5.6310
H1 -1.7486 6.7170 -5.8642
H2 -0.3572 5.8099 -6.4468
H3 -0.7635 5.6955 -4.7646
H4 -2.6467 5.5216 -7.9508
H5 -3.3813 3.8857 -7.7977
H6 -0.4217 4.4846 -7.9491
H7 -1.3158 3.5982 -9.1333
H8 -0.0783 2.0909 -7.6789
H9 -1.7794 1.6739 -7.5301
H10 1.0026 2.2110 -5.1106
H11 0.4224 3.8594 -4.6692
H12 1.0370 3.4803 -6.2774
H13 -0.5568 0.6680 -4.8655
H14 -1.9715 0.6613 -6.0154
H15 -1.9580 1.3072 -4.2352
H16 -3.6354 5.5867 -4.5783
H17 -4.4341 4.4741 -5.7469
H18 -4.0560 5.9912 -6.3289
C10 -6.3357 5.1253 -0.5634
C11 -4.9748 5.8842 -0.5826
C12 -4.9897 7.2161 0.2327
C13 -4.8051 7.1030 1.7856
C14 -3.7113 6.0835 2.1623
C15 -3.8499 4.7647 1.5271
N2 -3.9153 4.9202 -0.0290
O2 -3.9544 3.6902 -0.6137
C16 -4.9496 3.8203 2.1131
C17 -2.4596 4.1129 1.5901
C18 -4.6680 6.1901 -2.0649
H19 -6.2373 4.2120 -1.1123
H20 -7.0646 5.6886 -1.1377
H21 -6.7358 5.0312 0.4305
H22 -5.9685 7.6812 0.0396
H23 -4.2179 7.9043 -0.1680
H24 -5.7434 6.7406 2.1725
H25 -4.5427 8.0621 2.1749
H26 -3.5847 5.8933 3.1905
H27 -2.7414 6.4582 1.6990
H28 -5.0917 2.9311 1.4439
H29 -6.0044 4.3290 2.1954
H30 -4.6264 3.5730 3.1574
H31 -1.6629 4.5425 1.0481
H32 -2.5279 3.0559 1.1648
H33 -2.1051 4.0217 2.6419
H34 -3.7254 6.7427 -2.0081
H35 -5.4025 6.8941 -2.3699
H36 -4.5188 5.2666 -2.6697
C19 0.7935 1.3304 0.2056
C20 0.8403 0.7634 -1.2543
C21 1.9901 -0.3303 -1.2146
C22 1.3455 -1.6640 -0.8718
C23 0.0481 -1.9018 -1.7042
C24 -1.0976 -0.8984 -1.4682
N3 -0.4944 0.4424 -1.8265
O3 -1.4082 1.4516 -1.5913
C25 -1.6827 -0.8421 -0.0330
C26 -2.1378 -1.1572 -2.5962
C27 1.4413 1.9516 -2.0694
H37 0.6202 0.5252 0.9384
H38 -0.0882 1.9467 0.3101
H39 1.7400 1.8412 0.3898
H40 2.7521 0.0256 -0.5022
H41 2.4765 -0.3620 -2.1628
H42 1.1129 -1.6578 0.1623
H43 2.0251 -2.5118 -0.9833
H44 -0.3759 -2.9123 -1.5610
H45 0.2617 -1.8377 -2.7688
H46 -2.4020 0.0041 0.0555
H47 -0.7726 -0.7863 0.6554
H48 -2.1261 -1.7876 0.2777
H49 -2.9665 -0.4499 -2.5223
H50 -2.4265 -2.2197 -2.5448
H51 -1.7268 -1.1971 -3.6152
H52 0.9751 2.1284 -3.0246
H53 2.5409 1.8087 -2.0588
H54 1.2856 2.8598 -1.4903
C28 -0.4822 5.4505 -1.7339
C29 -0.2304 6.5562 -0.6565
O4 -1.1558 7.7034 -0.7603
O5 -1.4123 4.5133 -1.3825
H55 0.4927 5.0157 -1.9873
H56 -0.8563 5.8971 -2.6525
H57 0.7759 6.9374 -0.7652
H58 -0.2853 6.0599 0.3227
H59 -0.9127 8.4150 -0.1286
H60 -2.9341 5.3013 -0.2523
C30 -5.5540 1.4069 -2.2412
C31 -4.9762 1.5613 -3.5479
O6 -4.0906 2.6018 -3.5040
O7 -4.3969 1.2520 -1.3815
H61 -6.2383 0.5468 -2.0858
H62 -6.1059 2.2695 -1.9307
H63 -5.8614 1.7042 -4.1994
H64 -4.4437 0.5822 -3.8337
H65 -2.8662 2.9919 -5.2005
H66 -4.7027 1.3768 -0.4547
C32 6.4867 -6.7279 0.2007
C33 5.6529 -5.8153 -0.7659
C34 6.2635 -4.3829 -0.6939
C35 5.8470 -3.4177 -1.7669
C36 6.1320 -4.0172 -3.1339
C37 5.5150 -5.4501 -3.3087
N4 5.8663 -6.3020 -2.1174
O8 5.2393 -7.5681 -2.2332
C38 3.9957 -5.1823 -3.4815
C39 6.1895 -6.1730 -4.5464
C40 4.1112 -5.9172 -0.2693
H67 6.3616 -7.8376 0.1032
H68 6.4030 -6.3363 1.1891
H69 7.5158 -6.4439 -0.0407
H70 6.1838 -4.0437 0.2955
H71 7.3970 -4.5308 -0.8600
H72 6.3537 -2.4450 -1.5288
H73 4.7657 -3.2860 -1.6896
H74 7.2616 -4.0541 -3.2731
H75 5.7747 -3.2873 -3.8067
H76 3.5564 -4.5944 -2.6770
H77 3.8851 -4.7095 -4.4177
H78 3.3430 -6.0659 -3.6671
H79 6.1005 -5.5985 -5.4270
H80 7.2527 -6.3433 -4.3551
H81 5.8592 -7.1964 -4.7346
H82 3.4825 -5.6211 -1.1549
H83 4.0250 -5.2941 0.6331
H84 3.6815 -6.9171 0.0726
H85 4.2995 -7.4280 -2.3827
C41 -1.5970 -8.3796 2.7263
C42 -2.9392 -7.6684 2.9613
C43 -2.9272 -6.8120 4.3155
C44 -2.0814 -5.5282 4.0733
C45 -2.6695 -4.6550 2.9984
C46 -2.7805 -5.4009 1.6641
N5 -3.4245 -6.7389 1.8438
O9 -3.4296 -7.3239 0.5927
C47 -3.7763 -4.6343 0.8796
C48 -1.4689 -5.4760 0.8984
C49 -4.0588 -8.7292 3.0418
H86 -0.7039 -7.7208 2.7200
H87 -1.6546 -8.8088 1.7120
H88 -1.5921 -9.1966 3.3974
H89 -3.8973 -6.5518 4.6317
H90 -2.4819 -7.4483 5.0977
H91 -1.0600 -5.8901 3.8295
H92 -1.9986 -4.9804 5.0629
H93 -1.9570 -3.8038 2.9018
H94 -3.6353 -4.2541 3.4700
H95 -4.1333 -5.2085 0.0495
H96 -4.6502 -4.4429 1.4931
H97 -3.4489 -3.6421 0.5956
H98 -0.9061 -4.5274 0.9489
H99 -0.8287 -6.3235 1.2338
H100 -1.7898 -5.5468 -0.0990
H101 -4.9914 -8.2775 2.7607
H102 -4.1604 -9.1946 4.0273
H103 -3.8045 -9.5009 2.3040
H104 -2.4589 -7.4513 0.3239
C50 3.7123 -5.6947 6.0019
C51 3.3200 -4.8335 4.7660
C52 2.3209 -5.6671 3.9560
C53 1.7215 -4.7967 2.8676
C54 0.9993 -3.6643 3.5620
C55 1.8291 -2.7909 4.4351
N6 2.6009 -3.6442 5.3434
O10 3.3624 -3.0136 6.2799
C56 2.6209 -1.7615 3.5245
C57 0.8895 -1.7887 5.2126
C58 4.5682 -4.5147 3.9487
H105 2.8290 -5.8372 6.6087
H106 4.5728 -5.2810 6.5045
H107 4.0204 -6.6333 5.6274
H108 2.8091 -6.5748 3.6422
H109 1.5527 -5.9109 4.6926
H110 1.0191 -5.4069 2.3005
H111 2.4499 -4.3680 2.1797
H112 0.1621 -4.0642 4.1512
H113 0.5538 -3.0113 2.8331
H114 2.0006 -1.0048 3.0349
H115 3.4169 -1.2811 4.1555
H116 3.2354 -2.1518 2.7261
H117 0.1857 -2.3478 5.9014
H118 1.5283 -1.1146 5.7885
H119 0.2765 -1.2380 4.4237
H120 5.2373 -3.8239 4.4437
H121 4.3365 -4.0417 3.0272
H122 5.1351 -5.3796 3.6999
H123 4.2236 -2.7009 5.8634
C59 6.1712 -2.5607 -7.2513
C60 5.1924 -1.4890 -6.8057
C61 3.7893 -2.1982 -6.6972
C62 2.7310 -1.3311 -6.0301
C63 3.2613 -0.8821 -4.6079
C64 4.6648 -0.2377 -4.5776
N7 5.5676 -1.1113 -5.3878
O11 6.8573 -0.6307 -5.2906
C65 4.6681 1.3128 -5.0006
C66 5.1823 -0.3416 -3.1900
C67 5.1707 -0.2602 -7.7523
H124 6.1827 -3.4158 -6.5957
H125 7.1765 -2.1757 -7.4576
H126 5.8103 -2.9939 -8.1632
H127 3.5237 -2.4783 -7.7634
H128 3.9187 -3.1189 -6.0695
H129 1.7393 -1.8178 -5.7234
H130 2.3977 -0.4559 -6.6236
H131 3.3467 -1.8330 -4.0273
H132 2.6267 -0.1056 -4.0824
H133 5.6668 1.6537 -5.2406
H134 4.0639 1.6131 -5.8032
H135 4.3286 1.8901 -4.1622
H136 5.2770 -1.4230 -2.9565
H137 6.1738 0.1127 -3.0636
H138 4.4852 -0.0265 -2.3859
H139 5.2457 -0.6195 -8.7451
H140 5.9921 0.4460 -7.6648
H141 4.2828 0.3893 -7.7239
H142 6.9414 0.1538 -5.9073
C68 -6.8657 -0.2702 4.4606
C69 -5.6675 -0.8985 3.6722
C70 -4.6748 0.1238 2.9337
C71 -3.9456 0.9717 4.0280
C72 -3.0919 -0.0243 4.7744
C73 -3.9058 -1.1250 5.6255
N8 -4.7967 -1.6861 4.6261
O12 -5.5691 -2.7744 5.2300
C74 -2.9888 -2.3188 6.0555
C75 -4.5512 -0.5215 6.9130
C76 -6.1008 -1.9211 2.5944
H143 -7.5600 -0.8745 5.0140
H144 -7.6278 0.0762 3.6975
H145 -6.6005 0.5535 5.1281
H146 -4.0218 -0.5457 2.3767
H147 -5.1669 0.7306 2.1724
H148 -4.6630 1.5254 4.6826
H149 -3.3380 1.7426 3.5997
H150 -2.4133 0.4954 5.4237
H151 -2.3570 -0.5167 4.0981
H152 -2.1886 -2.5468 5.3102
H153 -2.4587 -1.9293 6.9104
H154 -3.5994 -3.1657 6.2889
H155 -5.2384 -1.2439 7.4430
H156 -3.7184 -0.2721 7.5797
H157 -5.0881 0.3507 6.5997
H158 -6.7610 -2.7346 2.9706
H159 -5.1607 -2.3419 2.1366
H160 -6.5258 -1.3042 1.7974
H161 -6.3702 -2.2998 5.5741
C77 0.9485 4.8881 6.2494
C78 1.8659 5.7980 5.4292
C79 3.3243 5.4066 5.7065
C80 4.3622 5.9629 4.7832
C81 4.0699 5.4507 3.3657
C82 2.6169 5.7688 2.9174
N9 1.6576 5.3597 3.9700
O13 0.3165 5.6455 3.5124
C83 2.4663 7.3275 2.5005
C84 2.2675 4.9944 1.6804
C85 1.5330 7.2863 5.7403
H162 -0.0689 5.0961 5.9807
H163 1.0070 5.2177 7.2924
H164 1.1028 3.8035 6.1422
H165 3.5783 5.6975 6.7197
H166 3.5349 4.3807 5.5977
H167 5.3998 5.7941 5.1194
H168 4.2563 7.0268 4.7422
H169 4.1967 4.3745 3.3956
H170 4.6901 5.8681 2.6322
H171 3.0892 7.4642 1.5821
H172 1.4115 7.6103 2.2321
H173 2.8212 8.0296 3.2494
H174 2.8112 5.4032 0.8308
H175 2.5280 3.9280 1.8576
H176 1.1815 5.0262 1.4618
H177 1.2213 7.4381 6.8080
H178 0.6632 7.6210 5.1983
H179 2.3161 7.9449 5.3629
H180 0.2487 6.5920 3.5362

Forces on atoms 1 to 3 (eV/Å):
Hf 0.439 0.517 -0.225
C -0.764 1.502 0.495
C -0.681 -0.194 -1.528